(1)
75
Properties=species:S:1:pos:R:3:lowdin_spin:R:1 method="wB97M-V/def2-TZVPD" homo_lumo_gap_ev="6.34 / 6.79" multiplicity=4 fmax_ev_per_a=1.563 e_above_lowest_ev=0.502 charge=+1 e_lumo_ev="-5.15 / -4.75"
Mn -0.802 -0.534 -0.388 2.9745
Cl -3.059 -4.047 5.528 0.0032
P 1.454 -0.831 -0.435 -0.0834
O -0.664 -0.564 1.503 0.0334
O -0.750 -0.633 -2.213 0.0850
O -0.607 0.385 -4.172 0.0040
O -4.274 4.193 0.039 -0.0007
O -0.534 1.446 -0.699 -0.0463
O -1.617 -2.183 -0.317 0.0142
O -4.240 -0.240 0.983 0.0035
N -2.453 0.621 -0.121 0.0285
N -4.229 1.988 0.518 0.0018
C 2.149 -0.737 -2.107 -0.0119
C 3.348 2.606 0.656 0.0006
C 2.793 1.595 -0.111 -0.0099
C 2.033 -2.406 0.247 -0.0065
C 1.334 -3.565 -0.094 -0.0032
C 2.735 1.435 2.670 0.0009
C 2.222 0.490 0.517 -0.0106
C -2.154 -2.804 0.642 -0.0012
C -2.438 2.964 -0.892 -0.0012
C -3.717 3.134 -0.073 -0.0002
C -1.778 1.676 -0.549 0.0048
C 3.620 -3.729 1.473 0.0000
C -1.004 -1.128 3.749 0.0032
C 2.058 -0.346 -4.478 0.0013
C 1.776 -4.797 0.356 0.0003
C 1.409 -0.437 -3.252 0.0032
C -0.079 -0.172 -3.245 0.0109
C -3.685 0.712 0.491 0.0051
C 3.183 -2.491 1.031 -0.0042
C 4.159 -0.856 -3.430 -0.0010
C -3.795 1.775 -2.817 0.0004
C 2.915 -4.879 1.144 -0.0034
C -2.843 2.894 -2.403 0.0005
C -2.583 -3.310 2.989 -0.0021
C -2.367 -3.049 4.310 0.0094
C -1.504 4.168 -0.688 0.0000
C -0.963 4.298 0.737 0.0001
C -1.996 -2.491 2.002 0.0123
C 2.175 0.422 1.913 -0.0093
C 3.526 -0.946 -2.205 -0.0034
C 3.324 2.525 2.041 -0.0115
C -1.568 -1.950 4.687 0.0045
C 3.422 -0.558 -4.569 0.0004
C -1.199 -1.364 2.371 0.0085
H 3.734 -1.599 1.297 -0.0001
H -3.204 -4.145 2.690 -0.0003
H -2.073 5.061 -0.941 0.0000
H -0.303 3.468 0.990 0.0001
H -1.779 4.332 1.461 0.0000
H -0.409 -0.271 4.035 0.0002
H -0.393 5.221 0.834 0.0000
H -1.917 2.804 -2.975 0.0000
H 3.801 3.461 0.173 0.0002
H 1.710 -0.429 2.392 -0.0001
H 1.237 -5.696 0.088 0.0001
H 2.805 1.662 -1.192 -0.0003
H -4.072 1.925 -3.859 0.0000
H -1.410 -1.760 5.740 -0.0001
H -0.681 4.075 -1.399 -0.0001
H 1.471 -0.105 -5.353 0.0000
H -3.293 3.861 -2.630 0.0000
H 4.515 -3.795 2.076 0.0000
H 3.257 -5.842 1.499 -0.0002
H 4.097 -1.179 -1.315 -0.0001
H 2.713 1.377 3.750 0.0003
H 3.918 -0.489 -5.528 0.0001
H 0.461 -3.494 -0.731 -0.0002
H 3.763 3.315 2.636 -0.0006
H -3.326 0.793 -2.743 0.0001
H -4.714 1.775 -2.229 0.0000
H 5.227 -1.016 -3.493 -0.0002
H -2.763 -3.669 0.372 -0.0034
H -5.107 2.082 1.010 0.0002

(2)
85
Properties=species:S:1:pos:R:3:lowdin_spin:R:1 method="wB97M-V/def2-TZVPD" homo_lumo_gap_ev="6.76 / 6.79" multiplicity=3 fmax_ev_per_a=0.441 e_above_lowest_ev=0.297 charge=-2 e_lumo_ev="3.64 / 3.63"
I 4.378 0.045 0.943 0.1269
I 2.045 -2.245 -2.845 -0.0030
Ti 0.587 -3.723 -0.971 0.9537
S -1.470 -3.261 0.811 0.0018
S 1.729 -3.771 2.079 0.0032
P 0.416 0.533 -0.596 0.0006
P 1.373 3.408 -2.202 0.0000
O 1.501 -5.186 2.092 0.0010
O 2.909 -3.285 2.759 0.0018
O -0.829 -4.547 0.434 -0.0015
O -0.847 -2.273 -0.093 0.0100
O -2.900 -3.268 0.863 -0.0002
O 1.615 -3.148 0.725 0.0240
N 1.533 -5.520 -1.342 0.0065
N -0.766 -4.453 -2.433 0.0026
N -0.355 -6.791 -2.100 -0.0007
N -2.362 -5.874 -2.962 0.0011
N 2.911 -7.135 -1.075 0.0006
N -2.754 -4.603 -3.226 -0.0002
N 2.797 -5.867 -0.980 0.0053
N 1.754 -7.700 -1.505 0.0007
N -1.838 -3.765 -2.915 0.0036
C -3.130 4.403 -2.616 0.0000
C 4.529 -1.898 0.307 0.7669
C -2.391 5.093 -1.667 0.0000
C -2.684 -0.372 -3.053 0.0000
C -0.327 -1.968 5.038 0.0003
C -1.144 -5.734 -2.481 0.0014
C 0.079 2.422 3.615 -0.0001
C 2.020 4.278 -0.724 0.0001
C -3.813 0.120 -2.412 0.0000
C 2.587 6.414 0.274 0.0000
C 0.613 1.162 3.397 0.0010
C -2.418 0.993 -0.654 0.0000
C 1.401 1.615 -1.753 0.0006
C 0.939 -6.679 -1.656 0.0020
C 3.123 5.765 1.379 0.0000
C 3.131 4.380 1.421 -0.0001
C 0.682 0.651 2.106 0.0032
C -0.394 3.167 2.540 0.0006
C -3.675 0.795 -1.209 0.0000
C 2.060 5.676 -0.772 0.0000
C -1.431 -0.172 -2.500 0.0001
C -0.412 3.839 -2.257 0.0000
C -1.607 -1.797 4.538 0.0000
C 2.585 3.643 0.379 0.0006
C 0.646 -2.567 4.253 0.0001
C -1.042 4.813 -1.488 0.0000
C -2.508 3.440 -3.400 0.0000
C -1.162 3.174 -3.231 0.0000
C 0.360 -3.004 2.966 0.0004
C -1.906 -2.233 3.258 0.0003
C -1.276 0.527 -1.300 0.0000
C -0.936 -2.838 2.466 0.0000
C -0.324 2.653 1.256 -0.0001
C 0.219 1.391 1.018 0.0012
H -3.077 2.875 -4.128 0.0000
H -2.897 -2.110 2.847 0.0000
H 1.293 1.067 -2.696 0.0000
H -0.691 2.416 -3.846 0.0000
H -2.343 1.498 0.298 0.0000
H 0.975 0.567 4.226 0.0000
H -2.868 5.843 -1.048 0.0000
H -0.692 3.241 0.426 0.0000
H -4.796 -0.062 -2.827 0.0000
H -0.565 -0.620 -2.976 0.0001
H 3.551 3.861 2.273 -0.0001
H -4.187 4.605 -2.737 0.0000
H 1.104 -0.336 1.932 0.0016
H -2.779 -0.972 -3.948 0.0000
H -4.551 1.159 -0.685 0.0000
H -0.487 5.343 -0.724 0.0000
H -2.374 -1.321 5.136 0.0000
H 2.593 7.497 0.221 0.0000
H 1.657 -2.692 4.612 0.0000
H 0.026 2.823 4.620 0.0000
H -0.812 4.154 2.703 0.0001
H -0.078 -1.629 6.036 0.0000
H 2.445 1.411 -1.488 0.0005
H -0.773 -7.706 -2.100 0.0000
H 3.541 6.338 2.198 0.0000
H 1.671 6.186 -1.647 0.0000
H 4.473 -2.634 1.092 0.0395
H 4.221 -2.085 -0.709 0.0405
H 2.596 2.565 0.439 0.0013

(3)
77
Properties=species:S:1:pos:R:3:mulliken_charge:R:1 method="wB97M-V/def2-TZVPD" homo_lumo_gap_ev=2.79 fmax_ev_per_a=1.234 charge=-1 e_lumo_ev=-0.49
P 1.333 -2.197 -1.309 0.4908
O 0.389 0.076 5.679 -0.5410
O -0.404 -2.389 -12.293 -0.5594
O -3.064 2.683 8.726 -0.5722
O 5.504 -1.852 -3.895 -0.4949
O -2.853 1.738 2.849 -0.6251
O 7.656 1.641 -7.246 -0.5781
O 1.052 -1.464 -5.977 -0.2950
O 2.079 0.522 -5.590 -0.5536
O -5.545 3.159 14.575 -0.5524
O -2.088 0.534 11.548 -0.5362
O -0.647 1.300 -8.503 -0.5394
O -2.241 -1.465 -1.327 -0.5100
N 1.409 -0.612 -1.543 -1.0074
C 5.690 0.623 -6.432 -0.3231
C 5.981 -1.046 -4.660 0.3166
C 1.313 -3.288 -2.652 -0.8945
C -1.486 1.498 5.776 -0.2949
C -4.755 2.562 13.875 0.3405
C -3.675 1.738 14.479 -0.3924
C -2.365 -0.735 -0.366 0.1065
C -3.961 1.959 11.629 -0.1081
C 0.088 -1.800 -10.063 -0.4513
C -1.128 0.708 -10.727 -0.4116
C -2.885 1.138 12.238 0.5128
C -1.188 1.268 8.625 -0.1498
C 7.152 0.846 -6.477 0.3083
C 0.585 -2.736 -3.877 -0.2664
C -0.584 0.453 -9.367 0.4377
C -3.636 -0.712 0.411 -0.4874
C -0.455 -1.549 -11.419 0.3143
C 0.032 -0.874 -9.109 -0.1389
C 5.139 -0.251 -5.592 -0.0115
C -0.322 0.613 7.856 -0.4773
C -0.402 0.674 6.373 0.2883
C -4.827 2.618 12.395 -0.4300
C -2.352 2.152 6.546 -0.5551
C 7.995 0.055 -5.544 -0.4238
C -1.424 0.962 1.132 -0.2517
C -2.686 0.996 1.893 0.5359
C -2.268 2.086 8.022 0.5934
C -2.806 1.077 13.719 -0.4093
C 1.575 -2.449 -5.013 -0.4545
C -1.263 0.162 0.076 -0.2349
C 7.454 -0.821 -4.703 -0.4373
C 1.085 -0.175 -5.576 0.2321
C -1.068 -0.220 -11.677 -0.3900
C -3.783 0.094 1.456 -0.4733
H 0.808 -4.198 -2.308 0.1563
H -3.150 2.756 6.133 0.4546
H 2.532 -2.121 -4.597 0.0619
H -4.420 -1.378 0.071 0.4024
H -0.143 -3.470 -4.244 0.3148
H 0.102 0.225 -5.284 0.4334
H 1.742 -3.346 -5.611 0.3538
H -0.328 0.100 -0.510 0.7333
H 0.475 0.005 8.266 0.4325
H -2.010 0.471 14.133 0.4186
H 9.061 0.237 -5.595 0.3930
H 8.045 -1.411 -4.014 0.4118
H 0.246 -2.459 -0.415 -0.0905
H 4.067 -0.411 -5.561 0.3848
H -3.643 1.712 15.561 0.3943
H -5.620 3.227 11.981 0.4290
H 0.424 -1.039 -8.113 0.5388
H -1.458 -0.061 -12.675 0.3972
H -3.987 1.992 10.548 0.3310
H -0.638 1.622 1.480 0.4521
H -1.156 1.236 9.705 0.3066
H -1.536 1.537 4.695 0.5145
H 5.095 1.213 -7.117 0.4365
H -4.696 0.139 2.037 0.3931
H 1.456 -0.408 -2.536 0.2850
H 0.529 -2.775 -9.899 0.4446
H 2.409 -2.578 -0.480 -0.0224
H 0.019 -1.805 -3.702 0.1855
H -1.570 1.683 -10.889 0.4078

(4)
72
Properties=species:S:1:pos:R:3:mulliken_charge:R:1 method="wB97M-V/def2-TZVPD" homo_lumo_gap_ev=6.11 fmax_ev_per_a=6.188 e_above_lowest_ev=0.000 e_lumo_ev=-1.05
F -3.451 4.345 -4.017 -0.2665
F -1.668 4.664 -5.272 -0.2665
F -2.994 2.948 -5.652 -0.2870
O 2.445 -1.992 -0.097 -0.4642
O 1.947 -0.462 2.280 -0.4344
O -3.119 -2.196 0.845 -0.4986
O -1.926 0.718 0.404 -0.4169
C 3.163 0.702 -1.257 -0.2314
C -2.427 3.696 -4.660 0.8247
C -1.976 -1.487 1.122 0.2676
C 1.165 1.147 3.645 -1.0746
C 4.436 2.115 0.252 -0.6285
C -3.769 2.082 -0.313 -1.6214
C -1.268 3.408 -2.475 -1.5462
C -2.678 -2.509 3.015 -1.3323
C -0.499 0.838 -3.144 -0.1562
C -0.253 1.309 -1.846 0.8095
C -3.525 -2.819 1.995 0.3954
C -4.695 -3.679 1.908 -1.3429
C -2.951 -0.071 -1.445 -1.0738
C 4.123 -3.639 -0.470 -1.4336
C 2.741 -3.322 -0.188 0.1587
C -1.925 -0.963 -1.169 -1.1995
C 1.599 -4.063 -0.020 -1.0395
C -1.619 2.870 -3.702 0.4454
C 0.603 0.401 -0.955 1.1799
C 1.962 1.145 -0.680 0.3054
C 2.018 2.221 0.217 -0.1715
C 1.096 -1.871 0.157 1.4098
C 0.780 0.032 1.717 0.7288
C -1.218 1.587 -4.063 -1.2033
C -1.680 -1.662 2.464 0.5041
C -2.934 0.915 -0.460 0.6798
C -0.587 2.626 -1.546 0.3439
C 0.533 -3.126 0.186 -1.3577
C 3.239 2.673 0.714 -0.9032
C 0.252 1.008 2.552 -0.7465
C 3.431 -0.052 4.088 -1.7277
C 2.184 0.240 3.423 0.5304
C -1.354 -0.614 0.142 1.9780
C 4.387 1.159 -0.770 -0.9090
B 0.566 -0.429 0.280 0.4032
H -1.650 -1.853 -1.731 0.6316
H -0.332 3.062 -0.584 0.3667
H 4.011 -0.798 3.538 0.2979
H 1.090 1.841 4.473 0.4147
H -0.834 -1.238 2.986 0.7325
H 4.264 -4.714 -0.342 0.3856
H 3.132 -0.012 -2.077 0.4014
H 1.100 2.673 0.583 0.0603
H -5.053 -3.848 2.927 0.3587
H 5.388 2.433 0.683 0.3982
H -3.293 2.849 0.307 0.3059
H 4.805 -3.110 0.205 0.2839
H 3.252 3.447 1.485 0.3712
H 4.387 -3.385 -1.505 0.2553
H -4.725 1.783 0.140 0.3893
H -1.473 1.180 -5.034 0.4632
H -0.662 1.577 2.390 0.4591
H 3.232 -0.415 5.102 0.3661
H -0.175 -0.167 -3.431 0.3892
H -1.542 4.432 -2.225 0.3978
H -0.512 -3.399 0.333 0.4123
H -3.992 2.492 -1.305 0.3924
H -4.442 -4.659 1.484 0.2598
H 0.866 -0.411 -1.646 0.0642
H 5.315 0.750 -1.176 0.3898
H 1.520 -5.142 -0.046 0.4499
H -2.730 -2.823 4.054 0.4765
H 4.018 0.869 4.187 0.3542
H -5.499 -3.234 1.316 0.3172
H -3.627 -0.072 -2.297 0.5236